ORCA calculation (ωB97M-V/def2-TZVPD) on a cluster of 6 separate species, C38H60BF10N2O22P2S3 in total at a distorted geometry.

XYZ file:
```
138
C38H60BF10N2O22P2S3, DFT ωB97M-V/def2-TZVPD
C -4.3092 -2.7286 0.4809
C -3.6340 -1.3082 0.4799
C -2.2592 -1.4925 1.2272
F -1.8051 -2.7600 0.9174
C -1.2497 -0.2793 1.1234
F -2.1733 0.6432 0.6257
C -0.9658 0.4633 2.5433
S -2.6530 1.2459 2.9610
C -0.5943 -0.1413 3.9069
C -1.5643 -1.0474 4.7185
C -0.7392 -1.4544 5.9999
C 0.0401 -2.7506 5.6943
O 0.5844 -3.2948 6.9122
C 1.8933 -3.6863 6.6824
O 2.7305 -3.3364 7.4130
C 0.1684 1.5410 2.0692
P 1.6996 1.5897 3.2350
N 2.5626 0.2596 3.3399
B -0.5779 2.8901 2.5905
O -1.2594 3.8804 1.8964
O -0.4783 3.1893 3.9341
C -1.4707 4.0780 4.4530
C 0.4301 1.2469 0.4803
C -0.0692 2.4967 -0.3119
O 0.2119 2.5638 -1.6909
C -0.6640 3.5380 -2.2815
P 2.3186 1.6321 0.2735
S 3.0995 1.6491 -1.5094
N -0.1148 -0.1611 0.0963
C -0.5274 -0.4200 -1.3292
F -1.3553 -1.4989 -1.4105
F -1.4248 0.4682 -1.7927
C 0.4786 -0.6246 -2.5142
F 0.5691 0.4324 -3.3263
F 1.7346 -0.9832 -2.2675
C -0.0039 -1.7435 -3.5624
F -1.1506 -1.4518 -4.1379
F 0.9095 -1.6404 -4.5439
F 0.1164 -2.9695 -3.1275
S 0.9288 -1.5787 0.6068
O 2.3129 -1.3059 0.5709
O 0.6716 -2.6940 -0.2249
F 0.5979 -2.0691 2.0539
H -4.2187 -3.2418 1.4401
H -3.8994 -3.2924 -0.3605
H -5.3682 -2.5703 0.2384
H -4.3160 -0.6744 1.0475
H -3.5215 -1.0490 -0.5720
H -2.6064 -1.5926 2.2649
H -3.4641 0.2141 3.2802
H -0.4442 0.7020 4.5979
H 0.3562 -0.6868 3.9680
H -1.7839 -2.0061 4.2283
H -2.4475 -0.5419 5.1123
H -1.4353 -1.7161 6.8037
H -0.0402 -0.6665 6.2966
H -0.6022 -3.5185 5.2320
H 0.8486 -2.5261 4.9774
H 2.1055 -4.3123 5.7981
H 1.2770 1.7851 4.5742
H 2.4833 2.7497 2.9772
H 2.1502 -0.4390 2.7332
H -2.0479 3.5634 1.4365
H -1.2741 5.1327 4.2382
H -1.4034 4.0008 5.5483
H -2.5008 3.8007 4.2121
H 0.4497 3.3848 0.0887
H -1.1543 2.6495 -0.2346
H -0.2692 3.8284 -3.2681
H -0.6801 4.4108 -1.6100
H -1.6758 3.1131 -2.3825
H 2.5024 2.9430 0.7822
H 3.2075 0.8080 0.9736
C 4.9421 -1.0492 -7.0144
C 4.0742 -0.0176 -6.3338
C 3.9223 1.2675 -7.1076
O 3.7064 2.2260 -6.0659
C 4.3056 1.7403 -4.9444
O 4.4846 2.3658 -3.9532
O 4.6746 0.4436 -5.1155
H 4.5876 -1.2566 -8.0246
H 5.9792 -0.7146 -7.0606
H 4.9369 -1.9817 -6.4493
H 3.0982 -0.4488 -6.0894
H 3.0770 1.2469 -7.7927
H 4.8227 1.5487 -7.6595
C -3.5432 -0.6924 -6.1598
C -4.6249 0.3209 -5.8704
C -5.0231 0.3953 -4.4175
O -6.3821 0.8237 -4.4938
C -6.8697 0.4036 -5.6981
O -8.0110 0.4226 -6.0020
O -5.8588 -0.0449 -6.4956
H -2.6691 -0.5205 -5.5357
H -3.9061 -1.7084 -5.9964
H -3.2375 -0.6331 -7.2049
H -4.3307 1.3052 -6.2493
H -4.4258 1.1121 -3.8551
H -4.9896 -0.5744 -3.9117
C 0.3683 -5.3666 1.1277
C 1.4517 -6.1778 1.7941
C 1.0285 -7.5657 2.2033
O 1.8767 -7.8218 3.3286
C 2.1921 -6.6212 3.8757
O 2.7157 -6.4751 4.9292
O 1.8197 -5.5998 3.0544
H -0.0553 -5.8918 0.2709
H -0.4311 -5.1363 1.8359
H 0.7697 -4.4117 0.7827
H 2.3427 -6.2094 1.1602
H 1.1934 -8.3025 1.4202
H -0.0124 -7.6212 2.5327
C -2.6059 4.4890 -8.5349
C -1.6983 4.9685 -7.4270
C -1.2710 3.8861 -6.4690
O -1.0586 4.6178 -5.2555
C -1.8636 5.7198 -5.3118
O -2.0782 6.4323 -4.3896
O -2.3820 5.8789 -6.5534
H -2.1558 3.6588 -9.0803
H -3.5723 4.1749 -8.1372
H -2.8034 5.2967 -9.2393
H -0.8324 5.4869 -7.8480
H -0.3552 3.3879 -6.7816
H -2.0449 3.1332 -6.2921
C 5.5452 0.1721 7.2343
C 4.4395 1.1729 7.4684
C 3.8865 1.1658 8.8695
O 2.5359 1.6055 8.6617
C 2.1953 1.2560 7.4037
O 1.0817 1.2926 6.9720
O 3.2712 0.8504 6.6950
H 6.3509 0.3014 7.9573
H 5.1651 -0.8486 7.2997
H 5.9584 0.2910 6.2323
H 4.7710 2.1748 7.1800
H 4.4159 1.8453 9.5335
H 3.8631 0.1712 9.3205
```

The value obtained for the maximum force is 0.138 Eh/bohr. Its total charge is +1. For the LUMO energy, the calculation gives -5.40 eV.

Löwdin population analysis, charges in e, atoms 1 to 4: C -0.065; C -0.149; C -0.235; F -0.008

---

ORCA calculation (ωB97M-V/def2-TZVPD) on a cluster of 8 separate species, C38H61N7O2 in total.

XYZ file:
```
108
C38H61N7O2, DFT ωB97M-V/def2-TZVPD
C 4.3646 -3.0860 3.5521
C 4.3127 -1.6455 3.0184
C 5.7335 -1.0282 3.0481
C 3.2939 -0.7557 3.7626
C 1.9396 -1.3979 3.8438
C 1.5697 -2.2978 4.7600
C 0.2305 -2.9310 4.6909
O -0.3851 -3.2748 5.6722
C -0.3190 -3.0819 3.3126
C 0.0179 -2.1701 2.4058
C 0.9017 -1.0464 2.8235
O 0.7357 0.0744 2.3919
H 4.3981 -3.0786 4.6443
H 3.4772 -3.6542 3.2737
H 5.2456 -3.5967 3.1716
H 3.9657 -1.7113 1.9830
H 6.4245 -1.7458 3.4843
H 5.7565 -0.1257 3.6521
H 6.0485 -0.8033 2.0315
H 3.6574 -0.4518 4.7449
H 3.1873 0.1647 3.1823
H 2.2399 -2.5809 5.5604
H -0.9531 -3.9301 3.0980
H -0.3447 -2.2000 1.3865
C 5.3378 3.5147 0.3947
C 3.9761 3.2806 1.0365
C 3.8859 3.7666 2.4858
C 4.7601 3.0116 3.3788
N 5.4282 2.3975 4.0826
H 6.1221 2.9524 0.9053
H 5.3239 3.1983 -0.6480
H 5.6063 4.5727 0.4213
H 3.7305 2.2169 0.9939
H 3.2092 3.8048 0.4648
H 2.8596 3.6576 2.8402
H 4.1309 4.8280 2.5479
C -3.4764 -0.5166 0.7720
C -4.8629 -1.0284 1.1423
C -4.9206 -2.5562 1.2471
C -4.6690 -3.2209 -0.0293
N -4.4661 -3.7442 -1.0314
H -3.1762 -0.8711 -0.2169
H -3.4609 0.5718 0.7532
H -2.7309 -0.8544 1.4969
H -5.5932 -0.6789 0.4103
H -5.1571 -0.6135 2.1075
H -5.9027 -2.8678 1.6080
H -4.1893 -2.9150 1.9711
C -1.4099 4.4019 4.9599
C -1.8817 3.3789 3.9329
C -0.7269 2.7390 3.1562
C -0.0195 3.7050 2.3241
N 0.5096 4.4489 1.6268
H -0.9060 5.2420 4.4790
H -2.2546 4.7998 5.5219
H -0.7154 3.9518 5.6723
H -2.5741 3.8472 3.2316
H -2.4302 2.5812 4.4368
H -1.1039 1.9516 2.5028
H -0.0175 2.2682 3.8380
C -1.0730 1.5778 -3.1604
C -0.1065 2.2336 -2.1833
C -0.4492 1.9830 -0.7144
C -1.7224 2.5773 -0.3132
N -2.7083 3.0424 0.0486
H -2.0814 1.9839 -3.0648
H -0.7477 1.7555 -4.1848
H -1.1237 0.4970 -3.0053
H -0.0767 3.3092 -2.3689
H 0.8969 1.8521 -2.3593
H 0.3296 2.4012 -0.0741
H -0.4873 0.9102 -0.5112
C 3.1115 3.6117 -7.0147
C 1.7394 3.3360 -6.4103
C 1.5809 3.9140 -5.0011
C 2.4891 3.2840 -4.0423
N 3.2146 2.7713 -3.3147
H 3.9045 3.1372 -6.4346
H 3.1671 3.2248 -8.0322
H 3.3142 4.6836 -7.0524
H 1.5552 2.2600 -6.3832
H 0.9622 3.7720 -7.0388
H 0.5548 3.7697 -4.6579
H 1.7682 4.9892 -5.0065
C -5.5969 -7.4095 1.2817
C -4.1390 -7.7445 0.9925
C -3.2134 -7.4437 2.1777
C -3.1712 -6.0160 2.4804
N -3.1288 -4.8921 2.7086
H -5.7282 -6.3421 1.4662
H -6.2255 -7.6774 0.4334
H -5.9598 -7.9542 2.1555
H -3.8013 -7.1886 0.1165
H -4.0456 -8.8049 0.7530
H -2.1980 -7.7777 1.9591
H -3.5431 -7.9818 3.0682
C -0.8253 -0.8240 -6.6260
C -2.2260 -0.5228 -7.1461
C -2.3080 0.8162 -7.8875
C -2.0342 1.9461 -7.0025
N -1.8277 2.8335 -6.3045
H -0.5083 -0.0832 -5.8898
H -0.7972 -1.8011 -6.1451
H -0.0971 -0.8290 -7.4396
H -2.9357 -0.5243 -6.3174
H -2.5396 -1.3101 -7.8334
H -3.3010 0.9510 -8.3188
H -1.5948 0.8367 -8.7136
```

The value obtained for the maximum force is 0.013 Eh/bohr. Its total charge is 0. As for the SMILES: CC(C)CC1=CC(=O)C=CC1=O.CCCC#N.CCCC#N.CCCC#N.CCCC#N.CCCC#N.CCCC#N.CCCC#N. For the LUMO energy, the calculation gives -0.92 eV.

Löwdin population analysis, charges in e, atoms 1 to 4: C -0.080; C -0.391; C -0.058; C -0.121

---

ORCA calculation (ωB97M-V/def2-TZVPD) on a structure of composition C38H62BCaIN7O6PS2 at a distorted geometry.

XYZ file:
```
119
C38H62BCaIN7O6PS2, DFT ωB97M-V/def2-TZVPD
Ca -1.1727 1.5410 0.4608
C -3.4823 1.1035 4.5220
C -1.9639 1.4017 4.5225
C -1.6601 2.8541 4.0285
C -1.0975 0.3388 3.8035
C -1.0462 -1.0277 4.2388
C -0.1768 -1.7008 3.3953
C -0.2712 -3.2448 3.4177
C 0.9008 -4.1077 3.0862
C -1.6064 -3.6700 2.7388
N 0.3579 -0.7650 2.5624
N -0.2737 0.4634 2.7460
B 1.8023 -0.8081 1.8043
N 2.2034 0.5074 1.0704
N 2.1750 0.2780 -0.3106
C 3.0614 1.1068 -0.8252
C 3.6752 1.9367 0.1864
C 3.1113 1.4651 1.3799
C 3.3920 1.9880 2.7609
C 4.9115 2.0923 2.9547
C 2.7524 1.3217 3.9956
C 3.4476 0.9169 -2.2550
C 4.0228 2.3070 -2.6332
C 2.4257 0.4066 -3.2583
N 1.9892 -2.0212 0.7963
N 1.1257 -2.3622 -0.3351
C 1.5516 -3.5145 -0.9078
C 2.7259 -3.8807 -0.2412
C 3.0217 -2.9175 0.7496
C 4.2246 -2.9059 1.6554
C 5.4398 -2.1196 1.2261
C 4.6532 -4.3806 1.9078
C 1.0430 -4.1105 -2.1854
C -0.4566 -4.5325 -1.9757
C 2.0326 -5.1916 -2.5741
H -3.9578 2.0993 4.5715
H -3.6694 0.6144 5.4819
H -3.9342 0.4710 3.7154
H -1.6593 1.2944 5.5786
H -1.8969 3.0807 2.9727
H -0.6269 3.1146 4.0911
H -2.1530 3.5950 4.6667
H -1.5778 -1.4123 5.0887
H -0.4777 -3.4435 4.4456
H 0.9881 -4.3775 2.0044
H 0.9578 -4.9991 3.6858
H 1.9048 -3.6514 3.2346
H -1.4618 -3.7469 1.6621
H -2.3824 -2.9325 2.9606
H -1.9881 -4.6028 3.1414
H 2.5315 -1.1485 2.7143
H 4.4359 2.6767 0.1124
H 3.0742 3.0591 2.6530
H 5.5638 1.3577 2.3648
H 5.1871 1.9824 4.0440
H 5.3159 3.0576 2.7596
H 3.1073 0.2547 4.1640
H 1.6685 1.1999 3.8818
H 2.9198 1.9094 4.9301
H 4.2639 0.2049 -2.2429
H 3.2899 3.1097 -2.3869
H 4.2949 2.4115 -3.6734
H 4.8760 2.5842 -2.0359
H 1.6089 1.1142 -3.4465
H 1.9495 -0.4932 -2.8175
H 2.8672 0.2095 -4.2220
H 3.3542 -4.7039 -0.4785
H 3.8634 -2.4672 2.6181
H 5.9286 -2.5926 0.3782
H 6.1347 -2.1031 2.0677
H 5.2001 -1.0820 0.9682
H 4.9534 -4.8706 0.9528
H 3.9452 -5.0521 2.3991
H 5.5406 -4.4216 2.5334
H 1.1075 -3.2994 -2.9636
H -0.4901 -5.2009 -1.0894
H -0.8356 -5.1352 -2.8279
H -1.0641 -3.6085 -1.7832
H 2.1018 -5.9743 -1.8107
H 3.0298 -4.7391 -2.7211
H 1.6996 -5.6669 -3.4917
C 0.0145 3.2387 -6.7481
C -0.9431 3.7667 -5.6780
O -0.7271 2.9493 -4.4884
P -1.9341 2.4244 -3.5168
S -1.2826 0.8333 -2.4277
S -2.7542 3.9619 -2.5827
O -2.8508 1.8225 -4.6985
C -4.1721 1.2026 -4.5808
C -4.5590 0.6363 -5.9210
H -0.2174 3.6660 -7.7446
H -0.0413 2.1468 -6.7503
H 1.0563 3.5514 -6.5372
H -2.0148 3.7002 -6.0174
H -0.6635 4.7775 -5.4138
H -4.8813 1.9669 -4.1606
H -4.1304 0.3757 -3.8652
H -4.5950 1.3578 -6.7556
H -5.4995 0.1122 -5.9414
H -3.7798 -0.0815 -6.1928
O -0.1827 -0.7215 -0.0513
N -0.0369 -1.7925 -0.6633
O -0.3999 3.3855 -0.4007
H -1.0176 3.7699 -1.1111
H 0.4375 3.8458 -0.5815
I -10.0915 3.3028 -0.5414
C -7.9968 2.8237 -0.3527
C -7.4931 1.5726 -0.6980
C -6.2377 1.1381 -0.2667
C -5.3653 2.0258 0.4073
C -5.8432 3.3315 0.6475
C -7.1152 3.7415 0.2402
C -3.9047 1.7230 0.7599
O -3.4709 0.5214 0.6322
O -3.1232 2.6782 1.1037
H -8.0621 0.9451 -1.3937
H -5.8732 0.1075 -0.5193
H -5.1154 3.9657 1.1687
H -7.4607 4.7829 0.2813
```

The value obtained for the maximum force is 0.054 Eh/bohr. Its total charge is -1. For the LUMO energy (alpha / beta), the calculation gives 1.96 / 1.96 eV. The spin multiplicity is 2. Its energy above the lowest of the compared OMol25 structures with the same formula, charge and spin is 85.2 kcal/mol. The expectation value of S² is 0.778.

Löwdin population analysis, charges in e, atoms 1 to 4: Ca 1.306; C -0.067; C -0.329; C -0.072